1.
{"formula": "C34H29BBrN2O17", "method": "wB97M-V/def2-TZVPD", "symbols": ["H", "C", "H", "C", "C", "C", "O", "O", "O", "C", "C", "O", "H", "O", "C", "H", "C", "H", "H", "O", "H", "O", "O", "O", "C", "C", "H", "O", "C", "O", "Br", "H", "H", "C", "H", "O", "O", "H", "H", "H", "H", "C", "H", "N", "O", "C", "O", "H", "H", "C", "C", "C", "H", "C", "C", "C", "O", "H", "H", "C", "C", "H", "C", "B", "H", "C", "H", "C", "H", "C", "C", "C", "C", "H", "C", "O", "H", "N", "H", "C", "C", "H", "C", "C"], "xyz": [[-0.04, -0.17, -3.73], [3.42, 0.67, 7.10], [-4.51, 0.74, -0.80], [2.00, -7.11, -1.30], [0.23, 2.50, 3.27], [1.57, -5.58, 0.52], [-1.39, 1.86, 7.05], [0.21, 6.63, -6.68], [-1.47, 8.40, -5.63], [-0.57, 1.45, 3.46], [1.80, -1.19, 7.43], [-0.85, 3.43, -3.40], [2.35, -8.39, -2.59], [-2.56, 5.15, -2.43], [-2.63, -0.54, -3.86], [-1.91, 1.05, 6.92], [-1.37, 7.21, -5.06], [1.48, -5.40, 2.80], [-4.52, -0.87, -4.73], [2.48, -9.32, -0.77], [2.10, -2.49, 9.14], [-2.44, -2.25, -5.72], [-1.86, 0.24, 5.01], [5.08, 0.80, 8.77], [3.58, -0.96, 9.05], [-2.62, 0.34, -1.69], [-1.48, 3.48, -2.66], [4.26, -1.31, 10.13], [-2.10, 6.87, -3.98], [1.28, -4.48, 0.97], [-1.74, 0.91, -0.14], [0.94, -0.33, 5.52], [-2.80, 7.54, -3.51], [2.13, -7.93, 1.10], [-2.02, 1.28, -5.96], [2.13, -7.44, -2.57], [0.80, -1.72, 6.98], [0.49, 4.27, -5.54], [-0.53, 1.27, -6.91], [-2.59, -2.94, -5.06], [-0.86, -0.91, -7.84], [0.02, -1.21, -1.96], [-0.42, 1.53, -5.18], [-0.80, -0.47, -5.77], [0.78, 2.80, 2.10], [-0.02, 3.20, 5.70], [1.67, 0.33, 5.58], [4.99, -0.66, 10.22], [1.31, 3.60, 2.25], [2.23, -8.23, -0.32], [-0.82, 2.14, 5.88], [-0.26, -1.14, -6.96], [-0.15, -2.20, -6.82], [-0.47, -0.09, -2.74], [2.49, -1.62, 8.62], [-3.99, 0.37, -1.67], [1.32, 4.37, 4.14], [2.30, -8.73, 1.80], [-0.82, 0.76, 2.66], [4.11, 0.24, 8.32], [2.35, 0.00, 6.68], [-0.09, 0.81, -2.29], [-1.94, 5.55, -3.40], [-1.90, -1.11, -5.17], [1.53, -5.06, -1.60], [0.57, 3.45, 4.40], [0.73, -0.73, -7.15], [-1.14, 1.19, 4.77], [1.01, -2.74, -0.67], [-4.69, -0.06, -2.76], [-3.99, -0.51, -3.86], [-0.40, 6.26, -5.69], [1.69, -5.86, -0.90], [3.82, 1.52, 6.57], [-0.97, 1.00, -5.95], [1.71, -6.35, 2.78], [0.21, 3.90, 6.49], [-1.94, -0.10, -2.77], [-0.85, 8.39, -6.39], [1.82, -6.69, 1.50], [-0.23, 4.94, -5.09], [-5.77, -0.04, -2.73], [-0.94, 4.61, -4.01], [0.43, -2.12, -1.30]], "multiplicity": 1, "total_charge": 1, "total_energy_ev": -144226.6157, "e_lumo_ev": -4.19, "mol_weight_g_mol": 828.3, "e_above_lowest_kcal_mol": 0.00}

=====

2.
{"formula": "C34H29F5HfN2O5P", "method": "wB97M-V/def2-TZVPD", "symbols": ["C", "C", "H", "C", "C", "C", "H", "H", "C", "C", "C", "C", "H", "C", "C", "C", "O", "H", "H", "C", "H", "H", "H", "H", "H", "H", "C", "C", "C", "Hf", "C", "F", "C", "H", "H", "H", "F", "H", "O", "C", "H", "O", "N", "H", "P", "C", "N", "C", "C", "H", "F", "C", "C", "H", "H", "C", "H", "O", "H", "H", "C", "C", "F", "C", "H", "C", "H", "H", "F", "C", "C", "C", "H", "C", "O", "H", "C"], "xyz": [[-4.25, 2.08, 1.89], [3.90, 5.08, -0.47], [-5.31, -0.74, -3.31], [4.82, 4.32, -1.12], [1.59, -0.70, -2.26], [-2.54, -1.54, -1.53], [-0.30, -0.87, 2.79], [2.78, -1.58, -0.91], [-3.68, -0.85, -1.93], [-0.27, 2.47, 2.29], [3.63, 2.30, -0.53], [-2.17, -2.69, -2.24], [0.06, 5.13, 2.10], [0.82, 4.60, 1.55], [4.67, 2.91, -1.16], [2.84, 0.00, 1.94], [-0.52, 0.26, -2.86], [-3.21, -5.53, 1.49], [2.29, 0.10, -4.11], [2.80, 4.47, 0.19], [0.53, -1.86, -3.71], [1.92, 6.31, 0.90], [0.95, -1.87, 2.86], [-4.63, -2.77, -4.56], [5.41, 2.31, -1.68], [3.53, 1.23, -0.54], [1.84, 5.23, 0.89], [-3.50, 2.38, 0.76], [-1.50, -4.84, 2.59], [0.90, 0.28, 0.74], [-4.18, 0.82, 2.45], [2.96, -2.35, 1.59], [-3.36, -0.16, 1.89], [0.67, -2.63, -2.12], [-1.31, -3.27, -1.92], [2.08, -2.57, -3.20], [4.60, -1.13, 0.86], [-2.61, -4.02, -3.85], [0.55, 1.07, -1.04], [-2.67, 1.42, 0.20], [0.17, -3.88, 3.55], [-1.06, 3.03, 2.99], [0.22, -1.56, 2.24], [-2.09, 1.65, -0.69], [-1.53, -1.09, -0.07], [1.20, -2.03, -2.86], [1.64, 2.46, 0.84], [3.71, -1.26, 1.87], [-2.49, -4.73, 1.63], [-3.56, 3.37, 0.31], [4.37, -1.51, 2.99], [-4.04, -2.42, -3.71], [0.40, 0.26, -2.10], [-4.89, 2.84, 2.33], [3.99, 6.16, -0.44], [-2.56, -3.60, 0.83], [3.57, -0.60, -3.11], [-0.17, 1.14, 2.14], [-3.33, -3.52, 0.07], [5.66, 4.78, -1.62], [-2.61, 0.14, 0.76], [2.67, 3.07, 0.17], [3.74, 1.01, 2.06], [-0.60, -3.81, 2.78], [-1.44, -5.73, 3.21], [-1.64, -2.56, 0.99], [2.89, 0.99, -2.70], [-3.32, -1.15, 2.33], [2.21, -0.05, 3.20], [2.66, 0.00, -3.09], [-0.68, -2.67, 1.99], [-2.91, -3.13, -3.32], [-4.75, 0.59, 3.34], [-4.42, -1.29, -3.01], [2.08, -0.92, -0.88], [-4.00, 0.03, -1.40], [0.78, 3.21, 1.50]], "multiplicity": 1, "total_charge": 1, "total_energy_ev": -73130.2690, "e_lumo_ev": -3.43, "mol_weight_g_mol": 850.1, "e_above_lowest_kcal_mol": 17.88}

=====

3.
{"formula": "C34H29LaN5S", "method": "wB97M-V/def2-TZVPD", "symbols": ["C", "C", "H", "N", "C", "H", "C", "C", "H", "H", "C", "C", "C", "C", "H", "H", "C", "H", "H", "H", "H", "C", "C", "H", "C", "H", "C", "H", "H", "C", "S", "H", "H", "N", "C", "C", "C", "H", "C", "H", "H", "C", "H", "La", "H", "C", "C", "H", "C", "H", "C", "H", "H", "C", "H", "N", "C", "H", "C", "C", "C", "C", "H", "N", "C", "N", "C", "H", "C", "C"], "xyz": [[4.08, -3.01, 1.47], [3.11, -3.46, -0.66], [4.79, -3.21, 2.26], [-1.87, 1.27, 3.11], [-2.18, -2.79, 0.68], [-2.12, 1.73, 0.40], [2.19, -2.43, -0.45], [0.18, 3.54, -3.46], [0.86, 3.84, -4.24], [-1.70, 4.18, 4.17], [0.23, -1.04, -1.12], [1.03, -2.17, -1.35], [0.65, 2.75, -2.38], [-3.39, 3.91, -2.52], [-3.85, 0.33, 2.63], [-2.14, -4.67, -0.34], [-0.38, -2.92, -3.17], [4.76, -4.56, 0.14], [5.39, 0.39, -0.39], [1.34, -3.98, -2.53], [-3.98, -1.45, 2.64], [4.05, -3.75, 0.30], [-4.25, 3.52, -1.52], [-5.29, 3.83, -1.55], [0.14, -3.52, 1.84], [3.08, -4.04, -1.57], [-1.53, 2.72, -1.43], [-1.50, 4.53, -4.34], [-2.67, 2.85, 4.65], [-2.08, -0.66, 2.00], [-0.06, 3.16, 2.28], [1.09, -3.77, 2.32], [-0.02, -5.39, 0.79], [-1.29, 0.29, 2.36], [2.97, 2.43, 0.67], [-0.90, -0.92, -1.95], [-0.16, 2.31, -1.35], [3.20, -1.32, 2.45], [-2.46, 2.34, -0.43], [-4.45, 2.42, 0.33], [-3.74, 4.52, -3.34], [-2.03, 3.52, -2.50], [4.89, 0.20, 2.23], [0.83, 0.79, 0.48], [-0.61, -3.64, -3.95], [4.38, 0.85, 1.54], [-1.29, 2.43, 3.23], [-1.56, -0.07, -1.82], [0.73, -3.10, -2.36], [-2.08, -1.67, -3.58], [3.19, -1.95, 1.58], [-3.09, -2.44, 0.19], [2.40, 3.35, 0.63], [-1.65, -4.02, 0.37], [2.95, 1.94, 2.84], [-0.34, -2.32, 2.13], [-1.21, -1.82, -2.96], [3.82, 2.31, -1.39], [3.33, 1.73, 1.85], [-3.78, 2.72, -0.46], [-1.50, -1.95, 1.57], [3.81, 1.95, -0.37], [1.70, 2.48, -2.40], [2.29, -1.65, 0.65], [4.67, 0.97, 0.16], [-1.80, 3.19, 4.27], [-3.58, -0.58, 2.10], [-4.02, -0.56, 1.10], [-1.13, 3.92, -3.52], [-0.47, -4.42, 0.98]], "multiplicity": 1, "total_charge": -1, "total_energy_ev": -54875.8555, "e_lumo_ev": 2.56, "mol_weight_g_mol": 678.6, "e_above_lowest_kcal_mol": 19.14}

=====

Copy entry 3 word for word.
{"formula": "C34H29LaN5S", "method": "wB97M-V/def2-TZVPD", "symbols": ["C", "C", "H", "N", "C", "H", "C", "C", "H", "H", "C", "C", "C", "C", "H", "H", "C", "H", "H", "H", "H", "C", "C", "H", "C", "H", "C", "H", "H", "C", "S", "H", "H", "N", "C", "C", "C", "H", "C", "H", "H", "C", "H", "La", "H", "C", "C", "H", "C", "H", "C", "H", "H", "C", "H", "N", "C", "H", "C", "C", "C", "C", "H", "N", "C", "N", "C", "H", "C", "C"], "xyz": [[4.08, -3.01, 1.47], [3.11, -3.46, -0.66], [4.79, -3.21, 2.26], [-1.87, 1.27, 3.11], [-2.18, -2.79, 0.68], [-2.12, 1.73, 0.40], [2.19, -2.43, -0.45], [0.18, 3.54, -3.46], [0.86, 3.84, -4.24], [-1.70, 4.18, 4.17], [0.23, -1.04, -1.12], [1.03, -2.17, -1.35], [0.65, 2.75, -2.38], [-3.39, 3.91, -2.52], [-3.85, 0.33, 2.63], [-2.14, -4.67, -0.34], [-0.38, -2.92, -3.17], [4.76, -4.56, 0.14], [5.39, 0.39, -0.39], [1.34, -3.98, -2.53], [-3.98, -1.45, 2.64], [4.05, -3.75, 0.30], [-4.25, 3.52, -1.52], [-5.29, 3.83, -1.55], [0.14, -3.52, 1.84], [3.08, -4.04, -1.57], [-1.53, 2.72, -1.43], [-1.50, 4.53, -4.34], [-2.67, 2.85, 4.65], [-2.08, -0.66, 2.00], [-0.06, 3.16, 2.28], [1.09, -3.77, 2.32], [-0.02, -5.39, 0.79], [-1.29, 0.29, 2.36], [2.97, 2.43, 0.67], [-0.90, -0.92, -1.95], [-0.16, 2.31, -1.35], [3.20, -1.32, 2.45], [-2.46, 2.34, -0.43], [-4.45, 2.42, 0.33], [-3.74, 4.52, -3.34], [-2.03, 3.52, -2.50], [4.89, 0.20, 2.23], [0.83, 0.79, 0.48], [-0.61, -3.64, -3.95], [4.38, 0.85, 1.54], [-1.29, 2.43, 3.23], [-1.56, -0.07, -1.82], [0.73, -3.10, -2.36], [-2.08, -1.67, -3.58], [3.19, -1.95, 1.58], [-3.09, -2.44, 0.19], [2.40, 3.35, 0.63], [-1.65, -4.02, 0.37], [2.95, 1.94, 2.84], [-0.34, -2.32, 2.13], [-1.21, -1.82, -2.96], [3.82, 2.31, -1.39], [3.33, 1.73, 1.85], [-3.78, 2.72, -0.46], [-1.50, -1.95, 1.57], [3.81, 1.95, -0.37], [1.70, 2.48, -2.40], [2.29, -1.65, 0.65], [4.67, 0.97, 0.16], [-1.80, 3.19, 4.27], [-3.58, -0.58, 2.10], [-4.02, -0.56, 1.10], [-1.13, 3.92, -3.52], [-0.47, -4.42, 0.98]], "multiplicity": 1, "total_charge": -1, "total_energy_ev": -54875.8555, "e_lumo_ev": 2.56, "mol_weight_g_mol": 678.6, "e_above_lowest_kcal_mol": 19.14}